28
Properties=species:S:1:pos:R:3 method="wB97M-V/def2-TZVPD" lumo_ev=-6.0 multiplicity=1 charge=+1 e_tot_ev=-142401.78369 mol_weight_da=327.450 homo_ev=-13.9
Zn -0.110 -1.476 3.681
Br -2.241 -2.410 3.540
C 3.014 2.443 0.090
C 2.238 1.524 1.004
O 1.607 0.486 0.212
P 0.234 -0.110 0.645
O 0.155 -0.387 2.109
O -0.867 0.909 0.241
C -0.808 1.611 -1.034
C -1.924 1.140 -1.936
O 0.179 -1.363 -0.249
C -1.082 -2.044 -0.504
C -0.976 -3.498 -0.099
H 3.462 3.244 0.677
H 3.794 1.883 -0.426
H 2.390 2.911 -0.672
H 2.933 1.056 1.699
H 1.503 2.114 1.556
H -1.016 2.649 -0.777
H 0.148 1.564 -1.549
H -2.900 1.221 -1.463
H -1.912 1.668 -2.888
H -1.761 0.090 -2.188
H -1.939 -1.550 -0.044
H -1.243 -2.016 -1.580
H 0.029 -3.859 -0.315
H -1.228 -3.698 0.943
H -1.677 -4.103 -0.675